85
Properties=species:S:1:pos:R:3 method="wB97M-V/def2-TZVPD" largest_force_ev_per_a=3.94 gap_ev=5.88 lumo_ev=-4.607 total_charge=+1 e_tot_ev=-48114.966 homo_ev=-10.483
C -4.000 -2.677 -0.602
C -2.576 -3.087 -0.245
C -2.490 -3.819 1.090
C -1.175 -4.519 1.336
N 0.011 -3.578 1.336
C 0.883 -3.849 0.269
C 0.709 -3.122 -0.907
C 1.515 -3.357 -2.002
C 1.270 -2.556 -3.250
O 2.037 -1.764 -3.668
O 0.084 -2.765 -3.838
C 2.524 -4.311 -1.910
C 2.687 -4.983 -0.729
N 1.878 -4.771 0.340
C 2.124 -5.533 1.581
C 2.313 -7.009 1.277
C 1.023 -7.832 1.044
O 1.837 -7.871 2.209
H -3.945 -1.939 -1.400
H -4.488 -2.198 0.242
H -4.594 -3.519 -0.948
H -1.997 -2.166 -0.153
H -2.151 -3.660 -1.075
H -2.724 -3.113 1.883
H -3.277 -4.576 1.092
H -1.025 -5.295 0.585
H -1.183 -5.017 2.305
H 0.534 -3.670 2.199
H -0.054 -2.365 -0.958
H -0.357 -3.523 -3.433
H 3.174 -4.497 -2.749
H 3.481 -5.700 -0.624
H 1.261 -5.529 2.233
H 3.028 -5.197 2.080
H 3.185 -7.284 0.708
H 0.292 -7.044 1.032
H 1.338 -8.428 0.202
C -5.063 3.259 -2.153
O -3.898 3.744 -1.508
C -3.500 2.957 -0.397
C -2.359 2.030 -0.753
O -2.748 1.044 -1.703
C -2.340 1.360 -3.025
H -5.137 3.756 -3.120
H -5.019 2.180 -2.315
H -5.954 3.503 -1.565
H -4.348 2.390 0.001
H -3.160 3.647 0.382
H -2.047 1.498 0.152
H -1.502 2.602 -1.120
H -1.270 1.163 -3.152
H -2.548 2.402 -3.274
H -2.898 0.720 -3.707
C -1.678 6.964 5.099
O -0.820 7.516 4.116
C -0.199 6.539 3.299
C -0.890 6.404 1.959
O -2.209 5.895 2.092
C -3.204 6.905 2.021
H -2.294 7.772 5.491
H -2.331 6.194 4.682
H -1.092 6.539 5.921
H -0.163 5.572 3.810
H 0.831 6.869 3.129
H -0.330 5.689 1.347
H -0.898 7.363 1.433
H -3.352 7.219 0.983
H -2.942 7.773 2.629
H -4.134 6.482 2.396
C 4.912 2.711 -0.246
O 4.096 1.556 -0.120
C 3.481 1.168 -1.338
C 4.209 0.016 -1.998
O 5.510 0.387 -2.421
C 6.533 -0.030 -1.534
H 5.532 2.776 0.646
H 5.559 2.655 -1.123
H 4.290 3.610 -0.309
H 3.408 2.016 -2.024
H 2.463 0.843 -1.092
H 3.655 -0.282 -2.888
H 4.254 -0.847 -1.322
H 6.726 -1.102 -1.653
H 6.279 0.181 -0.493
H 7.439 0.518 -1.790